Entry 1:
Formula: C54H120F2N7NaO4S2
Source: the Open Molecules 2025 dataset
Level of theory: wB97M-V/def2-TZVPD

For the HOMO energy, the calculation gives -0.78178 Ha. The charge is +6. The value obtained for the lowest unoccupied orbital energy is -12.7 eV. The value obtained for the HOMO-LUMO gap is 8.61 eV. The value obtained for the total energy is -3969.96908 Ha.

Geometry (Å):
Na 1.39860 -1.91237 3.70272
C -1.28468 2.37902 6.39824
C -1.21313 2.80509 4.92064
C 0.19852 3.31927 4.61970
N 0.29196 4.18498 3.35415
C -0.54191 3.51830 2.30282
C -0.29960 4.10914 0.89460
C 1.17081 4.44790 0.59418
C 1.98171 5.06434 1.72248
C 1.76484 4.25402 2.99539
C -0.33406 5.53277 3.65070
H -0.51590 1.61239 6.48731
H -2.27516 2.07630 6.72729
H -1.06482 3.25071 7.01766
H -2.00633 3.50401 4.65142
H -1.42768 1.90828 4.33309
H 0.88008 2.48347 4.47646
H 0.51400 3.94939 5.45096
H -0.25332 2.46866 2.35655
H -1.60110 3.60192 2.52683
H -0.58343 3.26020 0.27185
H -1.05123 4.89426 0.82491
H 1.58744 3.49143 0.26237
H 1.26890 5.09600 -0.27816
H 3.03984 5.24074 1.54098
H 1.57351 6.06947 1.86798
H 2.13363 3.23539 2.89225
H 2.09903 4.75145 3.90661
H -1.17119 5.43114 4.33134
H -0.54999 6.02370 2.70776
H 0.43145 6.13813 4.13868
C 5.92058 1.58137 -8.07068
C 5.48233 1.05286 -6.67479
C 4.83544 -0.33115 -6.80476
N 4.27418 -0.85908 -5.45313
C 3.66435 -2.19728 -5.64845
C 2.98325 -2.82641 -4.43063
C 1.89319 -1.86025 -3.90939
C 2.52356 -0.47890 -3.65523
C 3.18068 0.06123 -4.94380
C 5.36986 -0.84995 -4.42114
H 6.99128 1.40868 -8.16930
H 5.76847 2.65689 -8.03577
H 5.42626 1.12700 -8.92543
H 4.75315 1.78606 -6.33122
H 6.35486 1.03914 -6.02717
H 5.57118 -1.08597 -7.08329
H 4.01426 -0.36926 -7.51745
H 2.89919 -2.01293 -6.40749
H 4.39162 -2.87503 -6.09671
H 2.52713 -3.70790 -4.87721
H 3.69727 -2.94389 -3.61624
H 1.12220 -1.83795 -4.68068
H 1.60089 -2.28846 -2.94849
H 1.77460 0.21593 -3.27301
H 3.22972 -0.57839 -2.82872
H 2.42279 0.22642 -5.71015
H 3.56504 1.05617 -4.72904
H 4.98890 -1.27274 -3.49646
H 5.62923 0.15492 -4.09665
H 6.19388 -1.41623 -4.84517
C 8.48454 1.16243 4.89254
C 8.70083 1.31517 3.40602
C 7.52865 0.80894 2.56794
N 7.63594 0.94535 1.04867
C 6.62878 0.07043 0.28754
C 5.18010 0.45890 0.54409
C 5.02563 1.90695 0.11192
C 5.99985 2.83497 0.85800
C 7.45471 2.42849 0.69046
C 9.02426 0.62152 0.53360
H 7.70362 1.84066 5.25620
H 9.40857 1.40745 5.40780
H 8.06834 0.19485 5.17702
H 9.48116 0.57112 3.19394
H 9.18008 2.24348 3.09520
H 6.57843 1.28369 2.79940
H 7.38008 -0.25524 2.75916
H 6.72227 -0.96280 0.62594
H 6.92813 0.12795 -0.75672
H 4.93791 0.40389 1.61067
H 4.47178 -0.20626 0.05100
H 4.02628 2.31321 -0.03196
H 5.47623 1.95543 -0.89392
H 5.66197 2.79305 1.89687
H 5.86221 3.85291 0.49469
H 8.06802 3.10714 1.27991
H 7.76165 2.53260 -0.35021
H 9.69095 1.27709 1.08266
H 9.01947 0.75216 -0.54405
H 9.21406 -0.43146 0.73936
C -3.18173 -6.09427 1.88787
C -2.09098 -5.18179 1.35073
C -0.96880 -5.98487 0.73261
N 0.27067 -5.10986 0.35161
C 1.32337 -6.03872 -0.24305
C 0.95875 -6.66418 -1.58581
C 0.47187 -5.61062 -2.58181
C -0.56497 -4.63821 -2.04648
C -0.07559 -4.06733 -0.70841
C 0.81747 -4.51894 1.60770
H -2.94943 -6.88596 2.60640
H -3.81100 -6.58924 1.14767
H -3.87431 -5.52286 2.51387
H -1.71562 -4.55174 2.15944
H -2.51161 -4.48193 0.62559
H -1.24002 -6.43046 -0.21830
H -0.58731 -6.67336 1.48442
H 1.56649 -6.80408 0.49606
H 2.25243 -5.46688 -0.31357
H 0.14996 -7.38531 -1.46096
H 1.84044 -7.17531 -1.96534
H 0.21851 -6.02282 -3.56077
H 1.35614 -5.04533 -2.91200
H -1.55135 -5.08771 -1.94127
H -0.61808 -3.73876 -2.66132
H -0.73484 -3.30982 -0.28470
H 0.88972 -3.55417 -0.74640
H 1.79813 -4.10791 1.35172
H 0.95399 -5.31387 2.33630
H 0.20716 -3.67889 1.94874
C -8.03326 -3.56219 3.89346
C -8.12489 -2.08351 3.50349
C -7.84069 -1.08608 4.61032
N -7.78965 0.34999 4.13429
C -7.02738 0.59005 2.85031
C -5.52340 0.38563 3.00171
C -4.92246 1.23516 4.13137
C -5.66989 0.98207 5.44385
C -7.18055 1.19640 5.25284
C -9.18435 0.91161 3.86921
H -7.32829 -3.69426 4.71510
H -7.85319 -4.14555 2.99340
H -8.98643 -3.95460 4.25085
H -9.13931 -1.93444 3.11745
H -7.50587 -1.90797 2.62048
H -6.88531 -1.37326 5.04509
H -8.63155 -1.14219 5.35733
H -7.42598 0.09257 1.97177
H -7.08535 1.65965 2.62679
H -5.35567 -0.65800 3.28719
H -5.03507 0.66731 2.06911
H -3.90934 0.86322 4.28160
H -4.97688 2.29276 3.86263
H -5.45753 -0.05090 5.71836
H -5.36176 1.69372 6.20723
H -7.72296 1.10886 6.18983
H -7.34237 2.16156 4.76653
H -9.02785 1.87279 3.38745
H -9.64870 1.04738 4.84155
H -9.71628 0.26672 3.17689
C -1.13883 0.01522 -3.13245
C -2.44951 -0.02951 -2.32719
C -3.49078 1.06754 -2.66451
N -4.49244 0.72553 -3.75940
C -3.82303 0.80485 -5.12894
C -3.32088 2.21920 -5.49047
C -4.39018 3.29457 -5.39594
C -5.17191 3.16956 -4.08568
C -5.65393 1.74003 -3.73348
C -5.20659 -0.59494 -3.55699
H -1.24376 0.13029 -4.21402
H -0.45580 -0.81755 -3.01996
H -0.77743 0.99865 -2.81845
H -2.18622 0.25087 -1.30301
H -2.87187 -1.02123 -2.15270
H -2.93893 1.93443 -3.00795
H -4.13255 1.19792 -1.79573
H -3.01838 0.07529 -5.10029
H -4.55002 0.43703 -5.85289
H -2.39401 2.45560 -4.96441
H -3.05126 2.14856 -6.54693
H -4.06454 4.32858 -5.46624
H -5.06444 3.06796 -6.22661
H -4.52486 3.49499 -3.26465
H -5.99115 3.88362 -4.16579
H -6.13208 1.74987 -2.75993
H -6.31112 1.54387 -4.57946
H -5.52963 -0.56273 -2.52044
H -4.41315 -1.31914 -3.74127
H -6.00206 -0.74849 -4.27744
N 0.06903 -0.79093 2.05376
S 0.76873 -0.31962 0.62507
O 1.34256 1.00043 0.61838
O 0.30865 -0.90053 -0.60690
F 2.12757 -1.17087 0.86118
S -1.39691 -0.47008 1.66162
O -2.15093 -1.54916 1.08787
O -1.75727 0.85821 1.23168
F -1.94197 -0.46565 3.19661

Entry 2:
Formula: C19H35N3O2RhS
Source: the Open Molecules 2025 dataset
Level of theory: wB97M-V/def2-TZVPD

For the HOMO energy (alpha / beta), the calculation gives -0.65960 / -0.65960 Ha. The charge is +3. The value obtained for the lowest unoccupied orbital energy (alpha / beta) is -11.9 / -11.9 eV. The value obtained for the HOMO-LUMO gap (alpha / beta) is 6.07 / 6.10 eV. The value obtained for the total energy is -1567.38371 Ha.

Geometry (Å):
Rh 0.13494 0.48009 0.01195
C 1.96360 -0.35602 2.04494
N 1.85312 0.73225 1.03248
C 2.92560 0.61671 0.01309
C 1.79660 2.08406 1.67169
C 0.90242 2.95378 0.83824
N -0.40673 2.26290 0.66544
C -1.17569 2.12337 1.93563
C -1.23318 2.92226 -0.37633
H 2.87131 -0.19986 2.63239
H 2.03446 -1.31552 1.53706
H 1.09914 -0.34074 2.69975
H 2.94176 1.50251 -0.61997
H 2.77045 -0.27938 -0.58742
H 3.88749 0.53008 0.52258
H 2.79442 2.52258 1.73862
H 1.42948 1.96437 2.68824
H 1.31572 3.11362 -0.16011
H 0.76799 3.93986 1.29031
H -1.29648 3.11078 2.38620
H -0.66493 1.46607 2.63191
H -2.15364 1.71128 1.70516
H -1.42587 3.95509 -0.07711
H -2.18243 2.39737 -0.47105
H -0.70395 2.91747 -1.32867
C -2.05176 -2.62221 2.55607
S -1.61255 -2.09199 0.92087
O -0.80332 -0.76259 1.26830
C -3.14077 -1.57115 0.25242
C -3.51610 -2.13624 -0.96195
C -4.71137 -1.72978 -1.54335
C -5.48573 -0.75865 -0.92720
C -5.10047 -0.20660 0.29598
C -3.92112 -0.60686 0.89530
H -2.52258 -1.80680 3.10109
H -1.14819 -2.96797 3.05490
H -2.74458 -3.45505 2.41942
H -2.90416 -2.89836 -1.43027
H -5.03703 -2.17928 -2.47178
H -6.39832 -0.42207 -1.40100
H -5.73823 0.51559 0.78820
H -3.63424 -0.20290 1.85868
O 0.09884 -0.11558 -1.95566
C -0.07614 0.18191 -3.18469
C -0.20382 -0.86730 -4.21267
C 1.27209 -1.04002 -4.70646
C 2.04056 0.22827 -5.12368
C 2.51398 1.15869 -3.98159
C 1.41689 2.05560 -3.37167
N 0.08640 1.43584 -3.60899
H -0.84311 -0.53201 -5.03128
H -0.58231 -1.80446 -3.81357
H 1.21951 -1.71353 -5.56114
H 1.83643 -1.55896 -3.92794
H 1.48836 0.79107 -5.88288
H 2.94049 -0.12184 -5.62811
H 3.30032 1.80738 -4.36648
H 2.96867 0.54123 -3.20062
H 1.39536 3.04247 -3.82691
H 1.56423 2.18581 -2.29817
H -0.21217 1.55728 -4.56830

Entry 3:
Formula: C14H28INReS4SbSi3
Source: the Open Molecules 2025 dataset
Level of theory: wB97M-V/def2-TZVPD

For the HOMO energy (alpha / beta), the calculation gives -0.52407 / -0.52414 Ha. The charge is +2. The value obtained for the lowest unoccupied orbital energy (alpha / beta) is -8.4 / -8.3 eV. The value obtained for the HOMO-LUMO gap (alpha / beta) is 5.89 / 5.94 eV. The value obtained for the total energy is -3681.88929 Ha.

Geometry (Å):
Re -1.94136 -0.35451 -0.14598
C 0.87574 -3.36771 -0.28918
Si 1.01914 -1.80151 -1.36538
C 2.87394 -1.41221 -1.50698
C 0.19574 -1.82361 -3.08128
C -0.05226 -0.27861 -0.56958
Si 0.69124 -0.84491 2.70622
C 2.50784 -1.12461 2.30472
C -0.42236 -2.30071 3.11722
C 0.17204 0.94589 2.96932
Si 0.91374 1.33939 -1.05428
C 1.05404 1.59429 -2.92988
C 2.51824 1.71959 -0.10448
C -0.46996 2.50099 -0.44368
C -0.28156 3.86619 -0.31608
C -1.36326 4.69919 -0.08128
C -2.61566 4.11989 0.01522
C -2.72286 2.74679 -0.09928
N -1.67936 1.94559 -0.30458
H 0.91384 -4.22841 -0.95088
H -0.05286 -3.43781 0.26102
H 1.70114 -3.48571 0.40172
H 3.33994 -2.21391 -2.07048
H 3.39044 -1.36951 -0.55588
H 3.08244 -0.49591 -2.04358
H -0.02886 -2.84501 -3.36958
H 0.84404 -1.40691 -3.84528
H -0.73656 -1.26451 -3.07228
H 2.66874 -2.00121 1.68162
H 3.06814 -1.28721 3.22702
H 2.96184 -0.27011 1.80562
H 0.10994 -3.24621 3.02622
H -1.29746 -2.34461 2.46812
H -0.79776 -2.23311 4.13992
H 0.97614 1.64789 2.75652
H -0.14846 1.11719 3.99882
H -0.66656 1.21269 2.32742
H 1.83804 0.99189 -3.37608
H 1.28214 2.63329 -3.15598
H 0.12454 1.34879 -3.43688
H 3.26934 0.95249 -0.24238
H 2.36184 1.85739 0.95982
H 2.95764 2.64059 -0.47798
H 0.71424 4.26529 -0.40558
H -1.23546 5.76689 -0.00158
H -3.49896 4.71119 0.18652
H -3.70686 2.30369 -0.04078
S -4.33016 -3.46781 1.95622
Sb -4.64576 -2.71451 -0.17088
S -4.29446 -0.10771 -0.00678
S -2.17596 -2.45591 -0.89368
S -5.80396 -2.86771 -2.12168
I -3.45756 0.12519 2.22082

Entry 4:
Formula: C5H9N3
Source: the Open Molecules 2025 dataset
Level of theory: wB97M-V/def2-TZVPD

For the HOMO energy, the calculation gives -0.31327 Ha. The value obtained for the lowest unoccupied orbital energy is -0.1 eV. The value obtained for the HOMO-LUMO gap is 8.45 eV. The value obtained for the total energy is -360.07439 Ha.

Geometry (Å):
C -1.87880 -0.85829 0.74585
C -1.23516 -0.41514 -0.54429
C 0.50348 1.86624 0.58264
N 0.22251 0.80936 -0.06202
N -1.87990 0.07314 -1.54223
H -2.88465 -0.02350 -1.40630
H -1.14519 -1.16461 1.49285
H -2.47330 -0.03971 1.15908
H -2.53384 -1.70461 0.52935
H 1.44739 1.93676 1.13146
H -0.19932 2.70045 0.52827
C 2.45411 -0.38988 -0.37049
C 0.96330 -0.36635 -0.32514
N 0.12993 -1.21658 -0.77353
H 2.79990 -1.42054 -0.45927
H 2.88491 0.03246 0.54099
H 2.82464 0.18078 -1.22721

Calculated relative energy (zero: lowest compared OMol25 entry of this formula, charge and spin) in order - 241.3; 90.5; 207.2; 322.6 kJ/mol
Calculated largest force on an atom in order - 7.6; 1.6; 4.7; 3.1 eV/A